(1)
A molecular structure, C18H17Cl3KN3O8S at a distorted geometry. Source: OMol25; level of theory: ωB97M-V with the def2-TZVPD basis set.

Geometry as XYZ:
```
51
Properties=species:S:1:pos:R:3:forces:R:3
K -0.775 1.323 0.223 0.19 0.62 -0.23
C -6.522 -4.294 1.700 0.09 0.03 -0.06
C -5.353 -3.604 1.041 -0.05 0.00 0.07
C -4.322 -3.058 1.798 -0.09 -0.08 -0.06
C -3.276 -2.378 1.191 0.17 -0.03 -0.12
C -3.248 -2.227 -0.189 0.09 0.05 0.16
C -4.258 -2.796 -0.957 0.13 -0.04 -0.09
C -5.296 -3.478 -0.347 0.03 -0.05 0.05
S -2.109 -1.039 -0.932 -1.26 0.01 0.23
O -0.993 -0.990 0.009 -0.02 -1.35 -0.11
O -1.801 -1.541 -2.260 -0.03 -0.12 -0.06
N -3.001 0.233 -0.836 0.37 -0.75 -0.17
C -3.335 0.892 -2.078 0.59 0.39 -0.20
C -2.282 1.994 -2.447 -0.50 -0.01 -0.26
O -2.698 2.971 -3.105 0.14 -0.13 0.03
O -1.110 1.763 -2.046 0.02 0.44 -1.13
H -6.418 -4.273 2.786 -0.02 -0.04 0.00
H -6.602 -5.337 1.383 -0.02 0.00 0.03
H -7.460 -3.797 1.442 -0.02 -0.03 0.02
H -4.349 -3.158 2.879 0.02 0.02 0.00
H -2.469 -1.945 1.769 -0.06 0.02 0.04
H -4.215 -2.679 -2.034 -0.05 0.01 0.02
H -6.088 -3.913 -0.950 0.01 0.02 -0.02
H -4.318 1.363 -2.014 0.02 -0.02 0.03
H -3.327 0.193 -2.927 -0.14 0.08 -0.02
Cl -0.771 2.775 4.947 -0.06 0.17 0.18
C -0.467 1.423 3.826 0.31 0.10 -0.28
Cl -1.974 1.004 3.009 -0.33 -0.15 0.20
Cl 0.097 0.034 4.755 0.01 -0.17 0.13
C 0.633 1.936 2.753 0.23 0.19 0.29
O 1.790 1.588 2.995 -0.15 0.04 -0.08
O 0.129 2.637 1.865 0.75 0.76 1.34
O 7.461 3.148 -1.714 0.02 -0.01 0.07
C 6.767 2.962 -0.490 -0.07 -0.06 -0.01
N 6.943 1.654 0.078 0.00 0.09 -0.11
C 5.990 0.669 0.269 0.27 0.22 0.32
O 6.216 -0.237 1.046 -0.07 -0.09 -0.13
C 4.726 0.805 -0.502 -0.35 -0.04 -0.32
C 4.716 0.841 -1.895 0.10 -0.06 0.15
C 3.514 0.964 -2.568 0.03 0.01 -0.05
C 2.344 1.057 -1.822 -0.05 -0.01 0.07
N 2.350 1.006 -0.494 -0.47 -0.01 0.07
C 3.494 0.869 0.155 0.36 0.09 0.12
H 7.077 2.550 -2.362 -0.08 -0.03 -0.05
H 5.701 3.155 -0.605 -0.02 -0.03 -0.03
H 7.187 3.713 0.179 -0.01 -0.03 0.02
H 7.781 1.502 0.616 -0.01 -0.09 0.04
H 5.642 0.717 -2.447 0.05 0.08 -0.02
H 3.479 0.983 -3.649 -0.02 -0.01 0.00
H 1.366 1.173 -2.284 0.01 0.00 -0.04
H 3.433 0.846 1.240 -0.05 0.00 -0.03
```
Positions in Å, forces in eV/Å.

Calculated values
**Net charge**: -2
**Energy relative to the best compared isomer or geometry (same formula, charge and spin)**: 0.969 eV
**Frontier orbital gap**: 5.53 eV
**HOMO level**: -1.656 eV

These are the Mulliken partial charges, in e, on atoms 1 to 6: atom 1 (K): 0.955, atom 2 (C): -1.348, atom 3 (C): 1.068, atom 4 (C): -0.737, atom 5 (C): -0.564, atom 6 (C): -0.210

=====

(2)
2 unconnected molecules or ions with the total composition C4H5NO2S at a distorted geometry. Source: OMol25; level of theory: ωB97M-V with the def2-TZVPD basis set.

Geometry as XYZ:
```
13
Properties=species:S:1:pos:R:3:forces:R:3
C -1.816 1.661 0.366 0.34 -1.16 -0.61
C -1.483 0.538 -0.203 -0.04 0.36 0.20
C 3.617 -1.358 0.438 0.22 -0.06 0.39
C -0.671 1.744 -0.601 0.04 -0.05 -0.12
N 3.124 -1.184 -0.573 -0.48 0.09 -0.69
O -2.676 -1.658 0.455 -0.41 -0.45 0.53
O -0.179 -1.593 0.288 -0.92 0.16 0.31
S -1.640 -1.238 -0.451 1.18 1.03 -0.15
H -2.422 2.208 1.046 -0.29 0.16 0.29
H 4.083 -1.517 1.375 0.15 -0.05 0.32
H 0.548 -1.652 -0.338 0.15 -0.02 -0.47
H -0.827 2.201 -1.572 -0.05 0.01 -0.10
H 0.342 1.849 -0.230 0.10 -0.01 0.11
```
Positions in Å, forces in eV/Å.

Calculated values
**Net charge**: 0
**Energy relative to the best compared isomer or geometry (same formula, charge and spin)**: 5.357 eV
**Frontier orbital gap**: 10.15 eV
**HOMO level**: -9.504 eV

These are the Mulliken partial charges, in e, on atoms 1 to 6: atom 1 (C): -0.167, atom 2 (C): 0.028, atom 3 (C): 0.129, atom 4 (C): -0.519, atom 5 (N): -0.402, atom 6 (O): -0.510

=====

(3)
A gas-phase ion, C3H3O3S (charge -1) at a distorted geometry. Source: OMol25; level of theory: ωB97M-V with the def2-TZVPD basis set.

Geometry as XYZ:
```
10
Properties=species:S:1:pos:R:3:forces:R:3
C 0.600 0.125 0.071 1.61 2.76 -0.41
C -0.318 -0.493 -0.702 -1.14 -2.09 -2.34
C 0.679 0.163 1.424 0.63 0.10 2.54
O -1.504 -2.811 1.864 -0.37 2.27 -0.63
O -3.200 -1.091 1.396 -0.37 -0.03 -0.47
O -1.154 -1.355 -0.239 -0.26 -0.06 -1.30
S -1.787 -1.371 1.544 0.28 -2.08 1.77
H 1.156 1.022 -0.317 -0.65 -0.96 -0.73
H -0.411 -0.385 -1.879 0.25 0.32 2.31
H 0.437 -0.695 2.064 0.01 -0.23 -0.75
```
Positions in Å, forces in eV/Å.

Calculated values
**Net charge**: -1
**Energy relative to the best compared isomer or geometry (same formula, charge and spin)**: 4.023 eV
**Frontier orbital gap (spin up / spin down)**: 7.06 / 7.06 eV
**HOMO level (spin up / spin down)**: -3.288 / -3.291 eV

These are the Mulliken partial charges, in e, on atoms 1 to 6: atom 1 (C): -0.313, atom 2 (C): 0.264, atom 3 (C): -0.806, atom 4 (O): -0.564, atom 5 (O): -0.573, atom 6 (O): -0.393

=====

(4)
2 unconnected molecules or ions with the total composition C6H12 at a distorted geometry. Source: OMol25; level of theory: ωB97M-V with the def2-TZVPD basis set.

Geometry as XYZ:
```
18
Properties=species:S:1:pos:R:3:forces:R:3
C 2.588 -1.908 -2.133 -1.77 0.70 0.13
C 1.238 -1.855 -2.277 2.54 -2.41 1.56
C 0.417 -1.351 -1.163 -2.65 3.44 -0.96
H 3.088 -2.810 -2.426 0.78 0.32 -0.98
H 3.065 -1.119 -1.551 0.19 -0.60 0.27
H 0.844 -2.629 -2.925 -0.50 0.03 -0.01
H -0.017 -1.986 -0.398 0.35 -1.13 -0.44
H 0.941 -0.595 -0.525 -0.33 -0.18 -0.90
H -0.534 -0.899 -1.674 1.37 -0.16 1.34
C -0.884 2.302 0.541 -1.41 0.43 -0.57
C -1.793 1.881 1.437 1.95 -0.22 -1.96
C -1.317 1.113 2.590 -1.36 0.27 3.12
H -1.243 2.462 -0.508 0.69 0.66 1.09
H 0.137 2.519 0.859 0.02 -0.70 -0.53
H -2.820 1.987 1.185 -0.83 -0.51 -0.12
H -0.848 1.808 3.291 0.79 -0.09 -0.07
H -2.184 0.853 3.256 0.60 -0.46 -0.77
H -0.677 0.228 2.423 -0.44 0.61 -0.19
```
Positions in Å, forces in eV/Å.

Calculated values
**Net charge**: 0
**Energy relative to the best compared isomer or geometry (same formula, charge and spin)**: 3.565 eV
**Frontier orbital gap**: 10.01 eV
**HOMO level**: -9.013 eV

These are the Mulliken partial charges, in e, on atoms 1 to 6: atom 1 (C): -0.605, atom 2 (C): -0.139, atom 3 (C): -0.729, atom 4 (H): 0.234, atom 5 (H): 0.265, atom 6 (H): 0.257

=====

(5)
A molecular structure, C38H63BrCl3N6O5RbSi2. Source: OMol25; level of theory: ωB97M-V with the def2-TZVPD basis set.

Geometry as XYZ:
```
119
Properties=species:S:1:pos:R:3:forces:R:3
Rb -0.121 -0.058 0.370 0.42 -0.28 -0.22
N 0.173 0.154 -2.475 0.00 0.03 -0.27
N -1.116 0.502 -2.965 0.00 -0.19 -0.04
C -2.142 -0.716 -2.941 0.14 0.18 0.02
O -2.703 -0.817 -4.029 -0.05 -0.01 0.03
O -2.190 -1.261 -1.851 0.02 -0.07 -0.03
H 0.687 0.986 -2.142 -0.07 -0.02 0.05
H 0.690 -0.301 -3.218 0.01 0.00 0.00
H -1.098 0.833 -3.932 0.00 -0.03 -0.01
Cl 6.113 -5.368 0.827 0.00 -0.01 0.01
C 4.882 -4.172 1.204 0.01 0.02 -0.03
C 5.245 -3.004 1.894 0.04 0.00 0.00
C 4.309 -2.054 2.184 -0.01 0.03 -0.02
C 2.926 -2.182 1.795 -0.01 0.05 0.01
O 2.087 -1.281 2.067 -0.04 0.01 -0.06
C 2.604 -3.390 1.081 0.00 -0.02 -0.06
C 1.276 -3.670 0.575 -0.01 0.00 0.10
O 0.264 -3.008 0.715 -0.09 0.02 -0.06
C 3.589 -4.353 0.807 0.02 0.02 -0.06
H 6.280 -2.863 2.186 0.00 0.00 0.01
H 4.586 -1.148 2.710 -0.01 -0.01 0.01
H 1.218 -4.618 -0.009 0.00 -0.01 0.02
H 3.308 -5.246 0.257 0.00 0.00 0.00
N -0.363 3.645 0.157 0.06 0.00 -0.01
H -1.013 3.107 -0.420 -0.03 0.02 0.01
H 0.531 3.187 -0.045 -0.02 -0.02 -0.01
H -0.311 4.562 -0.277 -0.02 0.00 0.01
N -2.623 2.313 -2.685 0.18 -0.11 -0.01
C -1.754 1.651 -2.037 -0.06 0.28 -0.03
H -2.783 1.985 -3.649 -0.04 0.04 0.00
N -0.348 -2.317 3.802 -0.02 0.05 0.01
N -1.691 -2.314 3.283 0.05 -0.07 -0.02
H -0.296 -1.569 4.482 0.01 -0.01 0.00
H 0.333 -2.108 3.071 -0.01 -0.01 0.00
H -1.816 -3.213 2.834 -0.02 0.00 -0.01
H -1.793 -1.626 2.541 0.00 0.03 0.03
Cl 1.809 0.853 5.529 0.00 -0.01 0.00
C 1.723 1.175 3.774 -0.07 -0.11 0.00
Cl 0.048 1.408 3.238 -0.02 0.15 0.27
H 2.122 0.314 3.241 -0.01 -0.02 0.02
H 2.262 2.094 3.584 -0.19 -0.31 0.09
C 3.827 2.908 -3.213 0.00 0.01 -0.03
C 4.021 3.360 -1.762 0.01 -0.02 -0.01
C 3.154 4.600 -1.526 0.01 0.02 0.00
C 5.487 3.726 -1.538 0.03 0.01 -0.01
Si 3.379 1.940 -0.635 -0.09 -0.06 -0.01
O 1.829 1.719 -0.834 0.05 0.02 0.08
C 4.379 0.385 -1.092 0.03 0.02 -0.05
C 5.769 0.249 -1.026 0.03 0.01 0.01
C 6.412 -0.912 -1.436 0.01 0.00 0.00
C 5.673 -1.974 -1.937 -0.02 -0.03 0.04
C 4.292 -1.864 -2.017 -0.01 -0.05 0.06
C 3.660 -0.702 -1.595 -0.03 0.00 0.02
C 3.844 2.401 1.158 -0.03 0.01 0.03
C 3.148 3.432 1.801 0.05 0.09 -0.09
C 3.440 3.811 3.105 0.22 0.23 -0.08
C 4.438 3.153 3.814 0.10 0.09 0.00
C 5.122 2.107 3.211 -0.03 0.00 0.01
C 4.825 1.741 1.902 -0.01 0.00 0.02
H 4.123 3.708 -3.906 0.00 0.00 0.00
H 2.780 2.663 -3.406 0.00 0.00 0.01
H 4.427 2.023 -3.444 0.00 0.00 0.01
H 3.384 5.370 -2.277 -0.01 0.00 0.00
H 3.340 5.041 -0.543 -0.01 -0.02 0.02
H 2.091 4.357 -1.596 0.01 0.01 -0.01
H 5.758 4.603 -2.143 0.00 0.00 0.00
H 6.155 2.913 -1.831 -0.01 0.00 0.00
H 5.690 3.971 -0.491 -0.01 0.01 0.00
H 6.373 1.063 -0.636 -0.01 -0.01 0.00
H 7.491 -0.991 -1.357 -0.01 0.00 0.00
H 6.165 -2.892 -2.238 0.01 0.01 -0.01
H 3.704 -2.695 -2.387 -0.01 -0.02 0.00
H 2.579 -0.628 -1.645 0.00 -0.01 0.02
H 2.330 3.927 1.289 -0.01 0.00 -0.02
H 2.872 4.605 3.575 0.00 0.00 0.01
H 4.659 3.434 4.837 -0.01 -0.01 0.00
H 5.879 1.563 3.765 -0.01 0.00 0.01
H 5.354 0.903 1.462 0.00 0.02 0.01
C -7.398 0.274 -0.188 -0.03 0.00 -0.01
C -5.864 0.372 -0.207 -0.05 0.01 0.00
C -5.447 1.114 -1.487 0.00 -0.03 0.06
C -5.273 -1.044 -0.339 0.00 0.01 0.03
Si -5.203 1.277 1.351 -0.07 -0.11 -0.17
Br -3.014 0.817 1.391 -0.20 0.11 0.26
C -5.319 3.188 1.235 -0.01 -0.01 0.01
C -4.316 3.743 0.211 0.04 0.04 -0.02
C -6.734 3.630 0.829 0.00 0.04 0.00
C -4.976 3.853 2.576 0.00 0.03 -0.02
C -5.892 0.565 3.002 0.01 -0.02 0.03
C -5.006 0.933 4.204 0.00 0.01 0.01
C -7.317 1.073 3.275 -0.02 0.00 0.01
C -5.925 -0.970 2.969 -0.01 0.00 0.02
H -7.731 -0.164 -1.137 0.00 0.00 0.01
H -7.882 1.250 -0.093 0.00 -0.03 0.01
H -7.771 -0.366 0.612 0.01 -0.04 0.03
H -5.733 0.502 -2.349 0.00 -0.01 -0.01
H -4.368 1.268 -1.547 -0.12 -0.01 0.02
H -5.937 2.084 -1.595 -0.01 -0.01 0.01
H -5.762 -1.539 -1.185 0.02 0.00 -0.01
H -5.424 -1.667 0.542 0.00 0.01 -0.04
H -4.206 -1.013 -0.562 -0.02 -0.02 -0.01
H -4.448 3.365 -0.800 0.01 -0.01 0.01
H -3.285 3.529 0.496 0.01 0.00 0.02
H -4.428 4.834 0.180 -0.01 0.00 -0.01
H -7.006 3.280 -0.168 0.02 0.00 0.01
H -6.768 4.726 0.807 0.00 0.00 0.01
H -7.502 3.292 1.528 0.01 -0.01 -0.01
H -3.983 3.563 2.926 -0.01 -0.01 0.00
H -5.703 3.633 3.360 -0.02 0.00 -0.02
H -4.966 4.939 2.432 0.00 0.01 0.00
H -4.887 2.005 4.345 -0.01 -0.03 0.00
H -4.012 0.494 4.113 0.00 0.00 -0.01
H -5.468 0.526 5.112 0.01 0.00 0.00
H -7.343 2.148 3.456 0.02 0.02 0.00
H -7.705 0.581 4.175 0.00 0.01 0.00
H -8.008 0.853 2.458 0.02 0.00 0.01
H -4.933 -1.390 2.794 0.00 0.01 -0.02
H -6.608 -1.368 2.219 -0.03 0.03 -0.01
H -6.263 -1.333 3.948 0.00 0.00 0.00
```
Positions in Å, forces in eV/Å.

Calculated values
**Net charge**: -2
**Energy relative to the best compared isomer or geometry (same formula, charge and spin)**: 2.047 eV
**Frontier orbital gap**: 6.69 eV
**HOMO level**: -2.895 eV

These are the Mulliken partial charges, in e, on atoms 1 to 6: atom 1 (Rb): 0.804, atom 2 (N): -0.207, atom 3 (N): -0.019, atom 4 (C): 0.388, atom 5 (O): -0.771, atom 6 (O): -0.496

=====

(6)
C5H8O2 in the gas phase at a distorted geometry. Source: OMol25; level of theory: ωB97M-V with the def2-TZVPD basis set.

Geometry as XYZ:
```
15
Properties=species:S:1:pos:R:3:forces:R:3
C -1.052 1.441 0.115 -0.02 -0.01 -0.01
C -0.781 -0.049 0.267 -0.14 -0.05 -0.07
C 0.604 -0.492 0.843 0.03 -0.59 -0.39
O 1.524 0.483 1.243 0.18 -0.25 -0.18
C 0.971 -1.090 -0.541 -0.20 -0.42 0.33
O 0.745 -0.083 -1.540 0.04 -0.03 0.09
C -0.371 -0.779 -1.012 -0.58 -0.19 -0.30
H -1.875 1.599 -0.590 0.09 0.00 0.12
H -0.169 1.961 -0.266 -0.13 -0.12 0.05
H -1.328 1.900 1.069 0.07 -0.12 -0.11
H -1.603 -0.558 0.779 0.13 0.06 -0.02
H 0.497 -1.280 1.599 -0.06 0.10 -0.10
H 2.148 0.251 0.549 1.00 1.24 0.45
H 1.648 -1.882 -0.866 -0.24 0.11 0.45
H -0.957 -1.422 -1.649 -0.17 0.26 -0.32
```
Positions in Å, forces in eV/Å.

Calculated values
**Net charge**: 0
**Energy relative to the best compared isomer or geometry (same formula, charge and spin)**: 2.762 eV
**Frontier orbital gap**: 11.07 eV
**HOMO level**: -10.084 eV

These are the Mulliken partial charges, in e, on atoms 1 to 6: atom 1 (C): -1.381, atom 2 (C): 0.007, atom 3 (C): 0.083, atom 4 (O): -0.543, atom 5 (C): -0.727, atom 6 (O): -0.409